[1]
C3H7N4 | ωB97M-V/def2-TZVPD

CARTESIAN COORDINATES (ANGSTROEM)
C -2.014 0.647 0.190
C 0.394 -0.479 0.055
C 1.234 -0.113 -1.153
N -1.932 -0.715 -0.262
N -0.800 -1.107 -0.336
N -0.925 1.174 0.369
N 0.939 -0.754 1.223
H -3.091 0.999 0.390
H 1.534 -0.936 -1.885
H 2.163 0.342 -0.854
H 0.636 0.653 -1.668
H -0.557 2.082 0.571
H 0.482 -1.244 1.946
H 1.939 -0.550 1.413

Computed properties:
Relative energy (zero: lowest compared OMol25 entry of this formula, charge and spin), kcal/mol: 18.9
2S+1: 3
Net charge: +1

These are the Mulliken partial charges, in e, on atoms 1 to 5:
1. C 0.022
2. C 0.846
3. C -1.120
4. N -0.227
5. N -0.001

---

[2]
C3H8N2 | ωB97M-V/def2-TZVPD

CARTESIAN COORDINATES (ANGSTROEM)
C -1.080 -1.889 -2.980
N -1.106 -0.546 -2.860
H -2.105 -2.301 -2.758
H -0.248 -2.413 -2.523
H -0.242 -0.146 -3.186
C 0.531 1.288 0.829
C 0.748 0.472 3.050
N 1.206 1.347 2.219
H 0.237 0.330 0.561
H -0.311 2.052 0.780
H 1.172 1.582 0.077
H 1.403 0.284 3.929
H -0.205 -0.059 2.863

Computed properties:
Relative energy (zero: lowest compared OMol25 entry of this formula, charge and spin), kcal/mol: 101.3
Net charge: 0

These are the Mulliken partial charges, in e, on atoms 1 to 5:
1. C -0.228
2. N -0.465
3. H 0.212
4. H 0.250
5. H 0.234

---

[3]
C43H29N9O7P2STa | ωB97M-V/def2-TZVPD

CARTESIAN COORDINATES (ANGSTROEM)
Ta -0.026 -0.010 0.186
C 6.333 -1.196 -1.384
C 6.342 -1.862 -0.152
C 5.166 -2.166 0.508
C 3.977 -1.767 -0.087
C 2.599 -1.860 0.335
N 1.785 -1.185 -0.549
C 2.585 -0.783 -1.595
N 2.195 -0.247 -2.721
C 0.949 0.074 -2.954
C 0.512 0.577 -4.234
C 1.201 0.878 -5.402
C 0.473 1.405 -6.453
C -0.910 1.607 -6.351
C -1.602 1.277 -5.201
C -0.868 0.768 -4.136
C -1.250 0.324 -2.813
N -2.506 0.125 -2.502
C -2.885 -0.544 -1.444
N -2.083 -1.030 -0.447
C -2.890 -1.696 0.433
N -2.505 -2.400 1.469
C -1.248 -2.608 1.761
N -0.125 -2.055 1.188
C 0.963 -2.738 1.680
N 2.217 -2.594 1.347
C 0.532 -3.721 2.650
C 1.232 -4.661 3.393
C 0.495 -5.490 4.220
C -0.898 -5.388 4.297
C -1.598 -4.468 3.536
C -0.859 -3.630 2.713
C -4.272 -1.625 0.000
C -5.445 -2.098 0.561
C -6.626 -1.814 -0.103
C -6.629 -1.096 -1.303
C -5.454 -0.627 -1.866
C -4.271 -0.891 -1.188
N -0.121 -0.006 -2.085
C 3.967 -1.099 -1.314
C 5.148 -0.814 -1.987
H 7.275 -0.976 -1.871
H 7.290 -2.138 0.292
H 5.162 -2.678 1.462
H 2.267 0.704 -5.473
H 0.979 1.661 -7.375
H -1.443 2.030 -7.192
H -2.672 1.409 -5.121
H 2.309 -4.730 3.319
H 1.005 -6.235 4.817
H -1.437 -6.050 4.962
H -2.677 -4.403 3.574
H -5.427 -2.650 1.491
H -7.567 -2.148 0.314
H -7.571 -0.903 -1.799
H -5.453 -0.076 -2.797
H 5.133 -0.298 -2.938
S 3.843 1.185 2.633
C 2.859 0.234 3.656
C 1.689 -0.119 3.058
C 1.562 0.358 1.725
C 2.665 1.093 1.368
C 2.776 1.834 0.134
C 3.834 2.705 -0.146
C 3.781 3.489 -1.277
C 2.658 3.413 -2.093
C 1.664 2.518 -1.760
N 1.733 1.713 -0.702
H 3.205 0.002 4.651
H 0.931 -0.703 3.564
H 4.663 2.762 0.545
H 4.588 4.172 -1.507
H 2.549 4.033 -2.972
H 0.764 2.448 -2.359
C -3.387 3.686 2.650
C -2.129 2.862 2.450
O -1.395 2.643 3.659
P -0.859 3.611 1.378
O -1.642 4.598 0.423
O 0.013 4.589 2.264
O -0.037 2.593 0.676
P -2.493 1.260 1.608
O -2.480 1.742 0.046
O -3.767 0.657 1.994
O -1.199 0.431 1.735
H -3.161 4.580 3.230
H -4.134 3.089 3.175
H -3.801 3.989 1.688
H -1.924 2.115 4.269
H -1.079 5.053 -0.222
H 0.322 4.193 3.096
H -3.384 1.792 -0.308

Computed properties:
DFT total energy, Ha: -3813.6485
Net charge: +1

These are the Mulliken partial charges, in e, on atoms 1 to 5:
1. Ta 2.941
2. C -0.711
3. C -0.699
4. C -0.472
5. C 0.471

---

[4]
C5H16NO2 | ωB97M-V/def2-TZVPD

CARTESIAN COORDINATES (ANGSTROEM)
C 1.226 -0.359 1.122
C -0.138 -0.673 0.522
C -1.201 0.234 1.066
C -2.407 -0.136 1.474
C -3.453 0.736 2.082
N 1.885 0.741 0.326
H 1.906 -1.199 1.025
H 1.155 0.010 2.141
H -0.364 -1.731 0.658
H -0.108 -0.545 -0.563
H -1.058 1.311 1.023
H -2.798 -1.131 1.263
H -3.135 1.696 2.459
H -4.029 0.234 2.843
H -4.164 0.970 1.285
H 1.323 1.592 0.348
H 2.124 0.519 -0.688
H 2.799 0.967 0.718
H 0.717 -2.029 -2.647
H -0.174 -1.393 -3.633
O 0.417 -1.147 -2.906
H 1.926 0.105 -2.835
H 3.246 0.827 -2.779
O 2.464 0.661 -2.236

Computed properties:
Relative energy (zero: lowest compared OMol25 entry of this formula, charge and spin), kcal/mol: 14.9
Net charge: +1

These are the Mulliken partial charges, in e, on atoms 1 to 5:
1. C -0.669
2. C -0.355
3. C -0.155
4. C -0.179
5. C -1.303

---

[5]
C4H8N2S | ωB97M-V/def2-TZVPD

CARTESIAN COORDINATES (ANGSTROEM)
C -0.878 1.768 0.433
C -1.147 -1.109 -0.100
C 1.220 -0.330 -0.545
C 2.525 -0.161 -0.259
H -1.191 1.752 1.510
H 0.190 2.077 0.276
H -1.486 2.729 0.184
H -2.942 -1.901 -0.338
H 0.454 -1.888 1.013
H 0.674 -0.036 -1.516
H 3.031 0.244 -1.189
H 3.159 -0.479 0.707
N -1.995 -2.136 -0.008
N 0.204 -1.044 0.374
S -1.818 0.516 -0.541

Computed properties:
Relative energy (zero: lowest compared OMol25 entry of this formula, charge and spin), kcal/mol: 71.5
Net charge: 0

These are the Mulliken partial charges, in e, on atoms 1 to 5:
1. C -0.780
2. C 0.427
3. C -0.191
4. C -0.597
5. H 0.283

---

[6]
C3H9NOS2 | ωB97M-V/def2-TZVPD

CARTESIAN COORDINATES (ANGSTROEM)
C 2.057 0.603 -0.587
C -0.187 0.644 -1.534
C -1.837 -0.649 1.850
N 0.916 -0.187 -0.996
O -0.630 -1.953 -0.194
S -0.156 0.052 2.015
S 0.541 -1.229 0.279
H 2.869 0.021 -0.631
H 2.347 1.371 -1.185
H 1.809 1.058 0.390
H -1.014 0.042 -1.313
H -0.341 1.648 -0.989
H 0.167 0.768 -2.611
H -2.434 0.034 1.415
H -2.245 -0.680 2.918
H -1.863 -1.545 1.174

Computed properties:
Relative energy (zero: lowest compared OMol25 entry of this formula, charge and spin), kcal/mol: 62.5
Net charge: 0

These are the Mulliken partial charges, in e, on atoms 1 to 5:
1. C -1.059
2. C -0.807
3. C -0.813
4. N -0.115
5. O -0.560

---

[7]
C3H3N3 | ωB97M-V/def2-TZVPD

CARTESIAN COORDINATES (ANGSTROEM)
C -0.083 0.321 -0.760
C 0.768 0.115 0.487
C -1.201 -0.020 0.928
H 1.564 -0.432 -2.126
H 1.800 0.003 0.311
H -1.944 0.093 1.831
N 0.428 -0.048 -1.945
N 0.063 -0.160 1.556
N -1.395 0.129 -0.281

Computed properties:
Relative energy (zero: lowest compared OMol25 entry of this formula, charge and spin), kcal/mol: 79.0
Net charge: 0

These are the Mulliken partial charges, in e, on atoms 1 to 5:
1. C 0.597
2. C -0.079
3. C 0.071
4. H 0.288
5. H 0.360

---

[8]
C3H4NOS | ωB97M-V/def2-TZVPD

CARTESIAN COORDINATES (ANGSTROEM)
C -0.963 0.728 0.211
C -3.566 0.516 0.062
C -0.539 -0.432 1.091
N -0.241 1.678 -0.129
O -4.148 1.465 0.364
S -3.664 -1.028 -0.347
H 0.359 -0.924 0.747
H -0.218 0.169 2.016
H -1.464 -1.065 1.263
H 0.836 1.703 0.156

Computed properties:
Relative energy (zero: lowest compared OMol25 entry of this formula, charge and spin), kcal/mol: 56.1
Net charge: -1

These are the Mulliken partial charges, in e, on atoms 1 to 5:
1. C -0.057
2. C 0.397
3. C -1.025
4. N -0.557
5. O -0.361

---

[9]
C9H26F3N10O7Ti | ωB97M-V/def2-TZVPD

CARTESIAN COORDINATES (ANGSTROEM)
Ti -3.070 -26.073 -15.779
C -6.427 -27.454 -16.939
O -6.478 -26.885 -18.249
O -5.115 -27.277 -16.559
C -7.639 -26.948 -16.131
F -8.037 -25.858 -16.699
F -8.577 -27.783 -16.338
F -7.548 -26.969 -14.832
C -7.538 -27.394 -19.110
C -8.101 -26.318 -19.930
H -8.952 -26.650 -20.524
H -8.568 -25.506 -19.371
H -7.465 -25.947 -20.734
H -8.427 -27.684 -18.550
H -7.186 -28.222 -19.726
H -6.530 -28.531 -17.072
C -0.530 -24.133 -14.902
O -1.048 -24.791 -15.797
N 0.689 -23.837 -14.832
N -1.309 -23.702 -13.944
H 1.362 -24.213 -15.485
H 1.079 -23.237 -14.119
H -2.312 -23.810 -13.905
H -0.808 -22.993 -13.428
C -4.532 -26.804 -12.680
O -3.759 -26.183 -13.420
N -5.773 -26.991 -12.970
N -4.388 -27.137 -11.387
H -5.965 -26.944 -13.960
H -6.370 -27.180 -12.177
H -3.507 -27.025 -10.906
H -5.210 -27.448 -10.889
C -2.373 -27.149 -19.128
O -2.049 -26.822 -18.031
N -3.629 -27.194 -19.456
N -1.545 -27.542 -20.118
H -3.844 -27.700 -20.303
H -4.321 -27.087 -18.728
H -0.609 -27.602 -19.741
H -2.082 -27.972 -20.857
C -2.436 -30.257 -16.527
O -1.527 -31.039 -16.424
N -3.344 -30.157 -17.457
N -2.509 -29.305 -15.702
H -3.262 -30.869 -18.168
H -3.700 -29.244 -17.703
H -3.143 -28.548 -15.915
H -1.939 -29.326 -14.868
C -4.833 -23.014 -15.234
O -4.039 -23.818 -15.675
N -5.966 -22.784 -15.846
N -4.767 -22.359 -14.085
H -6.057 -23.118 -16.795
H -6.818 -22.639 -15.324
H -3.867 -22.248 -13.641
H -5.506 -21.749 -13.766

Computed properties:
Relative energy (zero: lowest compared OMol25 entry of this formula, charge and spin), kcal/mol: 115.1
2S+1: 4
Net charge: 0

These are the Mulliken partial charges, in e, on atoms 1 to 5:
1. Ti 0.722
2. C -0.631
3. O -0.343
4. O -0.033
5. C 0.781

---

[10]
C5H12O2 | ωB97M-V/def2-TZVPD

CARTESIAN COORDINATES (ANGSTROEM)
C 2.503 -0.569 0.637
C 1.622 0.087 -0.426
C 0.163 -0.212 -0.082
O -0.110 0.161 1.275
C -0.927 0.352 -0.990
C -2.291 0.024 -0.374
O -2.650 0.929 0.662
H 3.570 -0.381 0.488
H 2.208 -0.199 1.622
H 2.342 -1.654 0.639
H 1.857 -0.309 -1.424
H 1.795 1.171 -0.464
H 0.055 -1.306 -0.099
H -0.400 1.085 1.259
H -0.852 -0.085 -1.995
H -0.834 1.442 -1.107
H -2.247 -1.001 0.020
H -3.087 0.058 -1.122
H -2.379 0.513 1.490

Computed properties:
Relative energy (zero: lowest compared OMol25 entry of this formula, charge and spin), kcal/mol: 19.3
Net charge: 0

These are the Mulliken partial charges, in e, on atoms 1 to 5:
1. C -1.143
2. C -0.466
3. C -0.083
4. O -0.609
5. C -0.542

---

[11]
C16H20F12NO6PS | ωB97M-V/def2-TZVPD

CARTESIAN COORDINATES (ANGSTROEM)
N -1.195 1.969 1.587
C -1.542 1.564 0.238
C -1.579 0.056 0.004
C -0.519 -0.858 0.665
P -0.869 -0.839 2.527
O 0.031 -0.016 3.356
C 0.915 -0.337 0.432
C 1.359 -0.363 -1.048
C 0.991 0.805 -1.957
C 1.643 2.124 -1.571
C 1.414 3.231 -2.574
F 1.473 2.755 -3.850
F 2.383 4.174 -2.463
C 0.053 3.952 -2.464
F -0.959 3.129 -2.817
F 0.045 5.008 -3.311
F -0.149 4.407 -1.216
C 2.024 -0.964 1.292
C 3.231 -0.051 1.480
C 2.933 1.154 2.340
O 2.694 1.118 3.512
O 2.991 2.357 1.682
O 2.575 -2.163 0.673
S 1.518 -3.381 0.927
O 2.192 -4.551 0.466
O 0.473 -2.961 -0.269
C -0.733 -2.356 0.229
C -1.728 -2.680 -0.905
F -1.386 -2.079 -2.066
F -1.590 -4.016 -1.112
C -3.277 -2.492 -0.732
F -3.837 -3.409 -1.565
F -3.712 -1.290 -1.166
C -3.882 -2.789 0.674
F -5.139 -3.248 0.519
F -3.162 -3.711 1.322
F -3.941 -1.662 1.411
H -1.846 2.614 1.994
H -0.265 2.337 1.689
H -0.924 2.072 -0.489
H -2.544 1.927 0.038
H -2.548 -0.264 0.362
H -1.579 -0.108 -1.066
H -2.231 -0.495 2.615
H -0.791 -2.184 2.959
H 0.917 0.700 0.750
H 1.047 -1.266 -1.550
H 2.442 -0.410 -1.047
H 1.370 0.549 -2.939
H -0.074 0.919 -2.097
H 1.272 2.498 -0.618
H 2.717 2.004 -1.472
H 1.700 -1.237 2.292
H 3.654 0.208 0.516
H 3.963 -0.642 2.013
H 3.000 2.181 0.741
H -1.017 -2.991 1.062

Computed properties:
DFT total energy, Ha: -3065.8294
Net charge: 0

These are the Mulliken partial charges, in e, on atoms 1 to 5:
1. N -0.426
2. C -0.923
3. C -2.185
4. C 3.893
5. P 0.378

---

[12]
C41H76F3NO14 | ωB97M-V/def2-TZVPD

CARTESIAN COORDINATES (ANGSTROEM)
C -2.514 -1.383 4.229
C -1.469 -0.099 4.460
O -1.675 0.790 3.303
C -0.927 2.067 3.461
C -0.354 2.426 1.935
C 0.837 1.393 1.438
C 1.540 1.988 0.080
C 1.005 1.157 -1.261
C 2.232 0.387 -2.060
C 1.994 -1.246 -2.089
C 1.473 -1.783 -3.569
C 2.738 -2.228 -4.558
C 3.434 -3.602 -3.999
C 3.344 -4.814 -5.135
C 2.901 -6.250 -4.462
C 4.009 -7.409 -4.904
N 5.200 -7.471 -3.952
C 5.170 -8.318 -2.671
C 6.606 -8.218 -1.882
C 7.496 -7.190 -2.819
C 6.546 -6.790 -4.094
C -2.040 3.217 3.813
C -2.788 3.048 5.261
O -1.892 2.840 6.410
C -3.555 4.506 5.549
F -4.444 4.896 4.430
F -2.456 5.538 5.649
F -4.222 4.516 6.891
O 0.210 1.987 4.389
C 1.076 3.173 4.325
C 1.975 3.150 5.736
C 1.182 3.926 6.974
C 2.094 5.107 7.679
C 3.315 4.501 8.597
C 2.684 4.168 10.081
O 3.304 2.949 10.668
O 3.245 3.873 5.430
C 4.247 2.895 4.894
H -3.513 -1.266 4.858
H -1.991 -2.427 4.384
H -2.857 -1.360 3.088
H -1.809 0.381 5.497
H -0.385 -0.573 4.515
H -0.074 3.565 1.814
H -1.282 2.241 1.212
H 0.305 0.343 1.276
H 1.625 1.204 2.314
H 2.712 1.799 0.182
H 1.288 3.138 0.015
H 0.565 1.952 -2.002
H 0.190 0.350 -0.953
H 3.287 0.598 -1.544
H 2.297 0.733 -3.199
H 1.186 -1.559 -1.294
H 2.996 -1.826 -1.846
H 0.838 -0.952 -4.104
H 0.812 -2.764 -3.448
H 3.495 -1.313 -4.534
H 2.354 -2.326 -5.679
H 4.578 -3.355 -3.801
H 2.905 -3.933 -3.004
H 4.402 -4.929 -5.629
H 2.524 -4.500 -5.927
H 2.922 -6.156 -3.295
H 1.821 -6.553 -4.863
H 4.342 -7.224 -6.029
H 3.476 -8.465 -4.817
H 4.266 -8.980 -2.266
H 6.934 -8.752 -0.886
H 8.600 -6.823 -2.661
H 6.760 -6.092 -5.013
H -2.894 3.116 2.985
H -1.542 4.261 3.627
H -3.638 2.246 5.164
H -2.354 2.139 6.990
H 1.865 3.168 3.459
H 0.518 4.201 4.334
H 2.244 2.028 6.010
H 0.954 3.098 7.774
H 0.186 4.410 6.596
H 1.364 5.675 8.431
H 2.427 5.911 6.893
H 3.773 3.535 8.065
H 4.192 5.279 8.686
H 2.826 5.127 10.776
H 1.518 4.042 9.940
H 2.647 2.204 10.444
H 3.906 2.477 3.831
H 4.395 1.987 5.618
H 5.306 3.372 4.721
C -6.074 1.728 2.589
C -4.903 1.121 1.834
O -5.240 -0.166 1.301
C -6.055 -0.161 0.218
O -6.516 0.830 -0.331
O -6.299 -1.447 -0.135
C -7.239 -1.583 -1.199
H -6.428 1.042 3.365
H -5.786 2.675 3.053
H -6.924 1.919 1.925
H -4.071 0.968 2.529
H -4.542 1.785 1.040
H -6.933 -1.004 -2.076
H -8.232 -1.274 -0.859
H -7.282 -2.638 -1.482
C -1.574 -3.921 -9.909
C -0.254 -4.649 -10.103
O 0.081 -5.433 -8.951
C -0.631 -6.574 -8.786
O -1.517 -6.983 -9.525
O -0.216 -7.173 -7.642
C -0.969 -8.333 -7.294
H -1.550 -3.318 -8.996
H -1.785 -3.270 -10.761
H -2.407 -4.623 -9.802
H 0.546 -3.912 -10.227
H -0.262 -5.273 -11.004
H -0.983 -9.058 -8.114
H -1.987 -8.046 -7.015
H -0.492 -8.801 -6.429
C -1.853 7.909 -1.918
C -1.180 6.809 -2.723
O -1.422 5.520 -2.145
C -2.668 5.018 -2.324
O -3.584 5.561 -2.927
O -2.738 3.820 -1.692
C -4.038 3.235 -1.710
H -1.540 7.864 -0.870
H -1.603 8.893 -2.324
H -2.942 7.803 -1.927
H -0.097 6.965 -2.706
H -1.492 6.825 -3.774
H -4.418 3.143 -2.732
H -4.721 3.828 -1.095
H -3.966 2.233 -1.278

Computed properties:
DFT total energy, Ha: -3014.8851
Net charge: 0

These are the Mulliken partial charges, in e, on atoms 1 to 5:
1. C -0.878
2. C 0.036
3. O -0.093
4. C 0.773
5. C -1.055